{"formula": "C27H24BiN5S", "method": "ωB97M-V with the def2-TZVPD basis set", "energy_ha": -1929.38303, "lumo_energy_ev": -5.58, "charge": 2, "fmax_ev_per_a": 0.565, "symbols": ["Bi", "C", "N", "C", "C", "C", "C", "C", "C", "N", "C", "C", "C", "C", "C", "C", "N", "C", "C", "C", "C", "C", "N", "H", "H", "H", "H", "H", "H", "H", "H", "H", "H", "H", "H", "H", "H", "H", "H", "H", "H", "S", "C", "C", "C", "C", "C", "C", "C", "C", "C", "N", "H", "H", "H", "H", "H", "H"], "coordinates": [[0.08538, -0.58404, 0.14455], [1.68966, 2.40356, 0.28634], [0.27854, 1.96490, 0.10858], [-0.28002, 2.42628, -1.17647], [0.01443, 1.53132, -2.35392], [0.15802, 2.06006, -3.62669], [0.29278, 1.19922, -4.70521], [0.27903, -0.16989, -4.47914], [0.13949, -0.62169, -3.18270], [0.01177, 0.21379, -2.14794], [-0.51408, 2.51026, 1.22944], [-0.39929, 1.70357, 2.50015], [-0.52705, 2.29274, 3.74818], [-0.51997, 1.48668, 4.87662], [-0.37189, 0.11388, 4.73068], [-0.23528, -0.39960, 3.45677], [-0.25648, 0.38408, 2.37379], [2.81171, 1.56830, -0.30137], [4.10629, 2.07830, -0.26610], [5.15007, 1.26353, -0.66783], [4.87844, -0.03125, -1.09487], [3.56026, -0.44012, -1.12442], [2.55114, 0.34827, -0.74548], [1.88327, 2.44725, 1.36136], [1.78912, 3.42827, -0.08879], [0.04889, 3.44608, -1.39732], [-1.36897, 2.45644, -1.08979], [0.15411, 3.13110, -3.78024], [0.40661, 1.58863, -5.70761], [0.37571, -0.87266, -5.29437], [0.12785, -1.68168, -2.95292], [-1.56992, 2.51380, 0.95098], [-0.23818, 3.54976, 1.43146], [-0.63576, 3.36532, 3.84208], [-0.62416, 1.92075, 5.86168], [-0.35900, -0.54650, 5.58585], [-0.10583, -1.46185, 3.27938], [4.29764, 3.08843, 0.07347], [6.16763, 1.63004, -0.64561], [5.67114, -0.69886, -1.40067], [3.28562, -1.43109, -1.47395], [-4.33974, -2.07789, -0.07726], [-4.43239, -0.37923, -0.06696], [-3.20151, 0.20661, -0.01836], [-2.14117, -0.73424, -0.00022], [-2.61296, -2.03050, -0.03294], [-1.79838, -3.24134, -0.01346], [-2.32734, -4.53128, -0.05801], [-1.46847, -5.61394, -0.02259], [-0.09691, -5.39968, 0.06110], [0.35738, -4.09772, 0.09691], [-0.47038, -3.05044, 0.05697], [-5.39667, 0.10489, -0.09329], [-3.08164, 1.28124, -0.00721], [-3.39797, -4.67134, -0.11956], [-1.86285, -6.62057, -0.06059], [0.60064, -6.22378, 0.09812], [1.41703, -3.87490, 0.16012]], "forces_ev_per_angstrom": [[0.116, -0.083, 0.029], [0.170, 0.087, 0.095], [0.068, -0.273, -0.104], [-0.052, 0.039, -0.159], [0.054, 0.075, -0.141], [0.027, 0.002, -0.039], [0.002, -0.094, 0.101], [0.010, 0.022, -0.085], [0.031, -0.030, 0.027], [-0.135, -0.047, 0.059], [-0.174, 0.102, 0.154], [0.036, 0.037, 0.149], [0.018, 0.041, 0.027], [0.017, -0.096, -0.053], [-0.006, -0.033, 0.018], [-0.004, 0.103, 0.027], [0.007, 0.010, -0.046], [0.083, 0.013, -0.080], [-0.001, 0.007, -0.052], [-0.009, -0.015, -0.015], [-0.017, 0.035, -0.004], [0.059, 0.093, -0.122], [-0.045, 0.045, 0.148], [-0.085, 0.001, 0.008], [-0.066, 0.021, 0.070], [0.002, -0.012, 0.017], [0.029, 0.007, 0.087], [0.010, 0.001, 0.063], [-0.005, 0.013, 0.001], [-0.002, -0.017, 0.029], [-0.005, 0.010, -0.032], [0.062, -0.015, -0.076], [-0.003, 0.003, -0.040], [0.003, -0.003, -0.049], [0.001, 0.027, -0.009], [0.003, 0.010, -0.002], [-0.013, 0.008, 0.066], [-0.027, -0.007, 0.024], [-0.006, 0.005, 0.008], [-0.012, 0.000, -0.017], [0.055, 0.016, 0.016], [0.298, 0.070, -0.044], [-0.045, -0.014, 0.034], [-0.046, 0.144, -0.052], [0.140, -0.271, 0.025], [-0.361, 0.352, 0.021], [0.062, -0.561, 0.002], [-0.004, 0.234, 0.007], [0.062, 0.013, -0.002], [-0.026, -0.042, 0.003], [-0.005, -0.049, -0.011], [-0.251, 0.090, -0.090], [0.027, 0.005, 0.003], [-0.038, -0.032, 0.000], [0.005, -0.058, 0.000], [0.000, 0.004, 0.012], [0.002, 0.011, -0.009], [-0.016, 0.000, 0.002]]}